# 1
ORCA calculation (ωB97M-V with the def2-TZVPD basis set) on a 2-piece molecular cluster, C2H7NO3 overall.

CARTESIAN COORDINATES (ANGSTROEM)
N -0.70370 -1.73983 0.05641
C -1.24680 -0.38060 -0.13694
C -0.20089 0.48060 -0.77300
O 0.28680 0.33135 -1.86290
O 0.14497 1.54602 -0.02712
H -0.50651 -2.09468 -0.87112
H -1.41597 -2.32146 0.48609
H -1.46952 0.03806 0.83946
H -2.16748 -0.38747 -0.73008
H 0.79647 2.08189 -0.44487
O 1.57617 -0.11706 2.09052
H 1.04278 -0.82030 1.67587
H 0.98816 0.66156 2.02730

Force components x, y, z for each atom (eV/Å):
N 0.0 0.6 -0.1
C -0.1 -0.6 0.7
C 0.7 1.0 -1.1
O -0.3 -0.7 0.1
O -1.5 -0.7 1.6
H 0.1 -0.4 0.1
H 0.1 0.0 -0.1
H -0.2 0.0 0.1
H 0.2 0.3 -0.2
H 1.0 0.5 -1.0
O -0.9 0.2 -0.2
H 0.3 0.2 0.1
H 0.5 -0.5 0.0

## Properties
Total charge: 0
Kohn-Sham gap in eV: 11.0
2S+1: 1
HOMO energy in eV: -10.41
SMILES: NCC(=O)O.O
LUMO in eV: 0.60

These are the natural (NBO) partial charges, in e, on atoms 1 to 8: -0.828, -0.334, 0.784, -0.581, -0.694, 0.371, 0.366, 0.211

---

# 2
ORCA calculation (ωB97M-V with the def2-TZVPD basis set) on a 2-piece molecular cluster, C2H7NO3 overall.

CARTESIAN COORDINATES (ANGSTROEM)
O -1.77429 0.37102 -0.24058
C -0.74230 0.51319 0.32878
N 0.37072 1.24386 -0.14665
C 0.45886 1.71298 -1.48270
O 1.91544 1.60622 -1.85928
H -0.47082 -0.05790 1.22555
H 0.82159 1.97771 0.55799
H -0.06201 1.05158 -2.18154
H 0.05426 2.71684 -1.56416
H 2.24535 1.11087 -1.04618
O -0.77333 -3.87638 2.45993
H -0.93830 -4.81792 2.33645
H -1.10519 -3.55207 1.61239

Force components x, y, z for each atom (eV/Å):
O -0.8 -0.1 -0.8
C 1.9 0.2 0.2
N 0.5 1.6 2.6
C 1.5 -0.6 -1.3
O -1.5 -0.2 2.2
H -0.2 0.3 0.5
H -1.3 -2.5 -1.7
H -0.2 0.1 0.4
H 0.5 0.3 -0.4
H -0.2 0.8 -1.8
O -0.3 -0.2 -0.6
H 0.2 -0.1 0.4
H 0.1 0.4 0.2

## Properties
Total charge: 0
Kohn-Sham gap in eV: 10.9
2S+1: 1
HOMO energy in eV: -10.32
SMILES: O=CNCO.O
LUMO in eV: 0.59

These are the natural (NBO) partial charges, in e, on atoms 1 to 8: -0.547, 0.545, -0.700, 0.080, -0.727, 0.116, 0.404, 0.191

---

# 3
ORCA calculation (ωB97M-V with the def2-TZVPD basis set) on a 2-piece molecular cluster, C2H7NO3S2 overall.

CARTESIAN COORDINATES (ANGSTROEM)
C 0.66693 -1.30175 -1.72866
C -0.66553 0.25556 -0.33965
N -0.00869 -0.89750 -0.50624
O -1.84994 -0.20318 1.89489
O 0.59852 0.01228 1.93449
O -0.94474 1.98917 1.72841
S 1.27142 1.99967 -0.74435
S -0.57716 0.61444 1.36370
H 1.73035 -1.00159 -1.89952
H 0.55540 -2.50368 -1.68870
H 0.08796 -0.91042 -2.45017
H -1.28695 0.80260 -0.96396
H -2.09290 0.00935 2.79627
H 0.51790 -1.27884 0.25308
H 1.99741 2.41389 0.35041

Force components x, y, z for each atom (eV/Å):
C 0.7 -4.0 1.8
C 4.2 -1.0 2.0
N 0.3 0.2 -1.4
O 0.0 -1.2 -1.4
O -0.5 0.0 -0.7
O 1.0 -2.0 -1.2
S -0.5 -0.4 0.2
S -1.2 3.8 3.8
H -0.9 0.0 0.9
H 0.6 2.8 -0.6
H -1.7 0.9 -3.2
H -1.0 0.5 -1.3
H 0.2 0.5 0.4
H -0.2 0.4 1.1
H -0.8 -0.5 -0.4

## Properties
Total charge: 0
Kohn-Sham gap (alpha / beta) in eV: 7.3 / 7.2
2S+1: 1
HOMO energy (alpha / beta) in eV: -8.51 / -8.50
LUMO (alpha / beta) in eV: -1.23 / -1.27

These are the natural (NBO) partial charges, in e, on atoms 1 to 8: -0.403, -0.126, -0.522, -0.911, -0.921, -0.907, -0.525, 2.307

---

# 4
ORCA calculation (ωB97M-V with the def2-TZVPD basis set) on a 3-piece molecular cluster, C2H7NO4 overall.

CARTESIAN COORDINATES (ANGSTROEM)
O 0.20889 -0.43309 2.64033
C 0.94477 -1.01988 1.91847
N 0.73371 -0.96475 0.49881
C 1.33341 -0.04917 -0.34067
O 1.84658 0.96122 0.03592
H 1.78963 -1.59406 2.29735
H -0.12234 -1.43949 0.26160
H 1.21730 -0.37591 -1.38045
O -1.50223 1.12253 0.29140
H -0.69816 1.04624 0.78724
H -1.69341 2.05531 0.34455
O -1.32123 -0.07855 -2.68766
H -1.39388 0.84261 -2.94013
H -1.34302 -0.07301 -1.72676

Force components x, y, z for each atom (eV/Å):
O -0.5 0.1 0.9
C 0.0 1.1 -0.5
N 0.5 -1.0 0.8
C -1.0 -0.8 -0.3
O 0.8 0.4 0.2
H 0.3 -0.2 -0.2
H 0.0 0.0 -0.7
H 0.1 0.4 -0.3
O -0.5 -0.2 -0.5
H 0.7 -0.2 0.6
H -0.3 0.4 -0.1
O 0.2 -0.4 -0.1
H 0.0 0.2 0.0
H -0.2 0.3 0.2

## Properties
Total charge: 0
Kohn-Sham gap in eV: 11.2
2S+1: 1
HOMO energy in eV: -10.73
SMILES: O=CNC=O.O.O
LUMO in eV: 0.45

These are the natural (NBO) partial charges, in e, on atoms 1 to 8: -0.484, 0.558, -0.743, 0.537, -0.565, 0.137, 0.420, 0.140

---

# 5
ORCA calculation (ωB97M-V with the def2-TZVPD basis set) on a 3-piece molecular cluster, C2H7NO4 overall.

CARTESIAN COORDINATES (ANGSTROEM)
O 0.88534 -2.16094 -0.10425
C 0.35880 -1.18731 -0.56011
N 0.93733 0.07619 -0.74173
C 2.18628 0.57671 -0.32690
O 2.60575 0.64444 0.78935
H -0.63952 -1.17258 -1.02085
H 0.59863 0.57260 -1.55579
H 2.69773 1.07283 -1.17459
O -0.92271 0.14904 2.48317
H -0.42253 0.80252 1.98312
H -0.37899 -0.01266 3.26042
O -2.42867 0.02868 -1.32054
H -3.31591 -0.13889 -0.97924
H -2.16152 0.74936 -0.73207

Force components x, y, z for each atom (eV/Å):
O 0.1 0.4 0.4
C -0.2 -0.3 -0.6
N 0.5 0.2 0.2
C -0.2 0.8 -0.3
O -0.1 -0.7 0.1
H 0.0 -0.2 0.2
H -0.2 -0.2 0.0
H 0.1 -0.1 0.1
O 0.0 0.1 -0.1
H 0.1 -0.1 0.0
H 0.0 -0.1 0.0
O -0.3 0.5 0.5
H 0.0 -0.3 -0.3
H 0.2 -0.1 -0.2

## Properties
Total charge: 0
Kohn-Sham gap in eV: 10.5
2S+1: 1
HOMO energy in eV: -10.20
SMILES: O=CNC=O.O.O
LUMO in eV: 0.29

These are the natural (NBO) partial charges, in e, on atoms 1 to 8: -0.535, 0.535, -0.709, 0.555, -0.510, 0.153, 0.400, 0.103

---

# 6
ORCA calculation (ωB97M-V with the def2-TZVPD basis set) on a 2-piece molecular cluster, C2H7NOS2 overall.

CARTESIAN COORDINATES (ANGSTROEM)
N 0.23664 -1.49306 2.38028
C -0.48373 -1.86742 1.21887
O -0.48865 -1.27724 0.16526
H -0.32875 -1.33727 3.23570
H 0.79031 -2.31096 2.61871
H -1.00040 -2.80707 1.47201
C -0.70943 1.56433 -1.20747
S 0.54879 2.79716 -1.59296
S 1.77811 1.66657 -2.86454
H -1.17287 1.35038 -2.19352
H -1.39766 2.09419 -0.53267
H -0.25143 0.65694 -0.80410
H 2.47907 0.96344 -1.89557

Force components x, y, z for each atom (eV/Å):
N 0.8 0.9 0.9
C -0.4 0.2 -0.2
O 0.0 -1.0 1.5
H 0.1 0.0 -1.0
H 0.2 0.0 0.1
H -0.6 -0.2 -1.2
C -0.1 0.2 -1.1
S 0.9 -0.3 -0.3
S 0.1 0.0 1.1
H -0.1 -0.1 0.9
H 0.1 -0.5 -0.1
H -0.4 0.4 0.2
H -0.5 0.6 -0.7

## Properties
Total charge: 0
Kohn-Sham gap in eV: 9.2
2S+1: 1
HOMO energy in eV: -8.61
SMILES: NC=O.CSS
LUMO in eV: 0.59

These are the natural (NBO) partial charges, in e, on atoms 1 to 8: -0.908, 0.567, -0.503, 0.389, 0.372, 0.087, -0.755, 0.086

---

# 7
ORCA calculation (ωB97M-V with the def2-TZVPD basis set) on C2H7NOSi as an isolated structure.

CARTESIAN COORDINATES (ANGSTROEM)
C -0.17965 1.26654 -0.89229
C 0.72293 0.17351 -1.23287
N 0.78460 -0.71142 1.78919
O -0.61377 -0.06165 -0.89319
Si -0.74257 -0.89276 1.29088
H -0.09553 1.72013 0.08549
H -0.60443 1.88616 -1.67331
H 0.97501 -0.01747 -2.26822
H 1.43461 -0.14954 -0.48179
H 1.45153 -1.45824 1.90904
H -1.52997 -1.99378 0.74354
H -1.60276 0.23851 1.62353

Force components x, y, z for each atom (eV/Å):
C 0.5 1.2 -0.1
C 1.3 0.3 -0.4
N -0.9 -0.3 0.0
O -1.6 -1.6 0.8
Si 1.1 0.7 -0.2
H 0.0 0.0 0.1
H 0.0 -0.1 0.0
H -0.1 0.0 0.0
H 0.0 0.0 0.0
H 0.0 -0.1 -0.2
H 0.0 -0.5 0.0
H -0.2 0.2 0.0

## Properties
Total charge: 0
Kohn-Sham gap in eV: 9.9
2S+1: 1
HOMO energy in eV: -8.93
LUMO in eV: 0.98

These are the natural (NBO) partial charges, in e, on atoms 1 to 8: -0.108, -0.115, -1.429, -0.511, 1.405, 0.205, 0.192, 0.190

---

# 8
ORCA calculation (ωB97M-V with the def2-TZVPD basis set) on a 2-piece molecular cluster, C2H7NOSi overall.

CARTESIAN COORDINATES (ANGSTROEM)
H -2.53472 0.43124 -0.07624
N -2.20306 -0.07334 0.73372
C -1.26205 -0.88118 0.54630
C -0.67346 -1.14338 -0.81609
H -1.00283 -1.47502 1.51922
H -0.36932 -2.15446 -0.90990
H -1.43216 -0.86429 -1.50794
H 0.18263 -0.48680 -0.71432
O 1.85415 0.77553 -0.95614
Si 2.26987 1.55448 0.27775
H 3.58166 1.64980 0.83565
H 1.58928 2.66741 1.06800

Force components x, y, z for each atom (eV/Å):
H 0.2 0.0 -0.6
N -0.5 0.7 1.4
C -0.9 -1.6 1.1
C 0.2 0.5 2.5
H 0.2 0.9 -1.9
H 0.4 -0.9 -0.3
H -0.1 0.3 -0.9
H 0.4 0.0 -1.3
O -0.1 0.0 0.3
Si -0.5 1.5 0.2
H 1.1 -0.5 0.2
H -0.4 -0.8 -0.6

## Properties
Total charge: 0
Kohn-Sham gap in eV: 8.6
2S+1: 1
HOMO energy in eV: -9.34
SMILES: [H]/N=C\C.O=[SiH2]
LUMO in eV: -0.77

These are the natural (NBO) partial charges, in e, on atoms 1 to 8: 0.324, -0.647, 0.149, -0.701, 0.166, 0.217, 0.214, 0.271

---

# 9
ORCA calculation (ωB97M-V with the def2-TZVPD basis set) on an isolated molecule of C2H7NOSi.

CARTESIAN COORDINATES (ANGSTROEM)
C -1.13217 0.40880 -0.72310
C 0.09819 0.90767 -0.01204
N 1.04691 -1.52013 -0.32882
O -0.76137 -0.54123 -1.59961
Si 0.86386 -0.53990 0.97721
H -1.77470 0.06411 0.05604
H -1.49301 1.36997 -1.17892
H 0.81966 1.38343 -0.71880
H -0.26312 1.44285 0.84562
H 0.42057 -2.27887 -0.58970
H 2.16086 0.07187 1.08964
H 0.01433 -0.76857 2.18247

Force components x, y, z for each atom (eV/Å):
C 0.0 2.3 -1.1
C 1.1 -1.0 0.4
N 0.3 -2.5 -1.2
O -0.5 -0.1 -0.6
Si 0.0 1.9 0.1
H -1.0 -0.6 0.5
H -0.6 -1.0 -0.2
H -0.6 -0.2 1.0
H 0.0 1.3 0.1
H 0.2 0.1 0.1
H 0.9 0.0 1.1
H 0.3 -0.2 -0.1

## Properties
Total charge: 0
Kohn-Sham gap (alpha / beta) in eV: 10.1 / 8.1
2S+1: 3
HOMO energy (alpha / beta) in eV: -9.11 / -9.99
<S²>: 2.011
LUMO (alpha / beta) in eV: 0.98 / -1.87

These are the natural (NBO) partial charges, in e, on atoms 1 to 8: -0.141, -0.766, -0.904, -0.255, 1.232, 0.184, 0.168, 0.251

---

Values of maximum force, in order: 2.3, 3.3, 5.5, 1.4, 0.8, 1.8, 2.4, 2.5, 2.8, all in eV/Å.
Values of energy above the lowest of the compared OMol25 structures with the same formula, charge and spin, in order: 13.6, 42.9, 77.1, 29.8, 26.8, 29.6, 76.7, 62.1, 29.0, all in kcal per mole.